43
Properties=species:S:1:pos:R:3:forces:R:3 method="wB97M-V/def2-TZVPD" relative_energy_ev=0.048 homo_lumo_gap_ev="7.38 / 7.80" homo_ev="-7.46 / -7.90" multiplicity=5
Cr -1.5909 -0.1392 0.0186 -0.102 0.118 -0.006
C 3.4250 0.7368 1.8897 0.022 -0.039 -0.077
N 2.6862 0.3831 0.6806 -0.094 -0.074 0.036
C 3.2699 0.4069 -0.5396 0.176 0.035 0.042
C 2.5869 0.1459 -1.6707 -0.279 -0.029 0.160
C 1.1825 -0.0933 -1.5146 0.200 0.115 -0.309
N 0.6048 -0.1235 -0.3307 -0.063 -0.180 0.344
C 1.3286 0.0622 0.8221 0.037 0.269 -0.341
O 0.8318 -0.0112 1.9316 -0.033 -0.212 0.015
N 0.4195 -0.2797 -2.6045 -0.098 -0.018 -0.023
H 4.4890 0.6608 1.6787 0.003 0.031 0.020
H 3.1543 0.0525 2.6877 0.002 0.007 0.014
H 3.1779 1.7513 2.1990 -0.013 -0.014 0.029
H 4.3246 0.6493 -0.5503 -0.010 -0.002 0.008
H 3.0621 0.1628 -2.6376 -0.002 -0.002 -0.016
H 0.7890 -0.0576 -3.5117 0.040 -0.019 0.006
H -0.5866 -0.2534 -2.5072 0.001 0.017 0.062
F -4.5412 0.3921 -0.7069 -0.063 0.021 -0.029
C -3.6833 -0.5610 -0.2409 0.272 0.051 0.033
F -3.7827 -1.5782 -1.1984 -0.004 -0.071 -0.062
F -4.3362 -1.0927 0.8482 -0.014 -0.014 0.044
Br -1.7951 6.6660 -0.3872 0.004 0.080 -0.010
C -1.7386 4.7671 -0.3645 -0.009 -0.060 0.003
C -2.7648 4.0595 0.2355 0.017 -0.022 -0.014
C -2.7092 2.6704 0.2446 -0.036 0.042 0.006
C -1.6466 1.9398 -0.3100 0.058 -0.102 -0.011
C -0.6435 2.7183 -0.9046 -0.016 0.046 -0.003
C -0.6736 4.1095 -0.9494 -0.021 -0.010 0.009
H -3.5982 4.5851 0.6828 -0.003 -0.002 0.004
H -3.5431 2.1452 0.6970 0.029 0.005 0.007
H 0.2171 2.2453 -1.3712 0.010 0.019 0.012
H 0.1169 4.6736 -1.4279 0.010 -0.007 0.000
C 1.4039 -4.2213 1.3874 0.102 -0.031 0.010
N 0.4570 -3.1336 1.3190 -0.063 0.143 -0.071
C -0.6635 -3.1054 0.5727 -0.076 -0.020 0.146
N -0.9608 -4.1830 -0.2022 0.007 0.032 0.027
O -1.4095 -2.1178 0.5800 0.050 -0.104 -0.109
H 2.3867 -3.8251 1.6375 -0.028 -0.001 0.032
H 1.4956 -4.7082 0.4162 0.014 0.018 -0.005
H 1.1365 -4.9693 2.1381 -0.033 0.009 -0.016
H 0.5898 -2.2932 1.8655 0.039 -0.020 0.048
H -0.5925 -5.0901 0.0200 -0.008 -0.014 -0.010
H -1.8756 -4.1469 -0.6224 -0.026 0.007 -0.002